{
  "formula": "C24H34N3O6S",
  "method": "the ωB97M-V functional and the def2-TZVPD basis",
  "symbols": ["C", "O", "C", "C", "C", "C", "C", "C", "N", "C", "C", "N", "C", "C", "O", "C", "O", "C", "C", "C", "C", "S", "O", "O", "N", "C", "C", "O", "C", "C", "C", "C", "C", "C", "H", "H", "H", "H", "H", "H", "H", "H", "H", "H", "H", "H", "H", "H", "H", "H", "H", "H", "H", "H", "H", "H", "H", "H", "H", "H", "H", "H", "H", "H", "H", "H", "H", "H"],
  "positions_angstrom": [[1.986, -1.985, -0.711], [1.746, -0.710, -1.278], [2.098, 0.396, -0.544], [2.513, 0.354, 0.778], [2.793, 1.528, 1.460], [2.670, 2.750, 0.829], [2.279, 2.801, -0.500], [1.999, 1.639, -1.202], [1.553, 1.652, -2.541], [2.311, 0.931, -3.538], [1.297, 0.275, -4.495], [0.016, 1.004, -4.374], [-1.013, 0.538, -5.326], [-2.430, 0.643, -4.739], [-2.702, 2.004, -4.541], [-2.561, -0.174, -3.436], [-1.786, 0.479, -2.446], [-1.633, -0.091, -1.200], [-1.993, -1.393, -0.880], [-1.670, -1.889, 0.373], [-1.019, -1.088, 1.289], [-0.358, -1.831, 2.783], [-1.147, -2.988, 3.092], [1.043, -2.015, 2.523], [-0.533, -0.586, 3.875], [0.564, -0.387, 4.807], [0.439, -1.343, 5.995], [-0.814, -1.199, 6.622], [-1.870, -1.489, 5.733], [-1.835, -0.553, 4.520], [-0.713, 0.227, 0.993], [-1.027, 0.731, -0.252], [0.265, 2.461, -4.410], [0.984, 2.855, -3.103], [1.453, -2.124, 0.232], [1.623, -2.703, -1.444], [3.055, -2.143, -0.546], [2.582, -0.586, 1.299], [3.106, 1.477, 2.490], [2.885, 3.665, 1.357], [2.203, 3.758, -0.991], [2.980, 1.607, -4.089], [2.920, 0.167, -3.061], [1.129, -0.765, -4.210], [1.639, 0.316, -5.530], [-0.349, 0.830, -3.407], [-0.958, 1.140, -6.235], [-0.816, -0.504, -5.582], [-3.123, 0.208, -5.477], [-3.597, 2.125, -4.202], [-3.612, -0.217, -3.122], [-2.209, -1.197, -3.615], [-2.500, -2.031, -1.586], [-1.908, -2.904, 0.648], [1.489, -0.566, 4.262], [0.524, 0.651, 5.151], [1.189, -1.123, 6.756], [0.568, -2.376, 5.636], [-2.791, -1.352, 6.300], [-1.799, -2.528, 5.382], [-2.579, -0.856, 3.783], [-2.024, 0.479, 4.833], [-0.219, 0.837, 1.731], [-0.787, 1.748, -0.516], [-0.691, 2.977, -4.498], [0.874, 2.685, -5.289], [1.737, 3.627, -3.327], [0.273, 3.268, -2.386]],
  "homo_energy_ev": -10.72,
  "e_above_lowest_kj_mol": 0.0,
  "smiles": "COc1ccccc1N1CC[NH+](C[C@H](O)COc2ccc(S(=O)(=O)N3CCOCC3)cc2)CC1",
  "total_charge": 1
}